<P>
# C3H10OS2

A cluster of 2 separate species, C3H10OS2 in total (ωB97M-V/def2-TZVPD, the OMol25 dataset).

ORCA input file:
```
! wB97M-V def2-TZVPD RIJCOSX def2/J DEFGRID3
* xyz 0 1
S -1.194 -0.382 -1.952
S 0.311 1.151 -0.875
O 3.638 0.265 -0.448
C -0.123 0.586 0.757
C -1.461 1.187 1.210
C -0.822 -1.845 -0.986
H -0.170 -0.451 1.113
H 2.719 0.523 -0.288
H 0.105 -1.625 -0.465
H -1.646 0.946 2.262
H -1.392 2.272 1.248
H 3.718 0.432 -1.393
H -1.653 -2.172 -0.379
H -2.254 0.831 0.558
H 0.733 0.840 1.402
H -0.508 -2.557 -1.764
*
```

Output
**SMILES string**: CCSSC.O
**HOMO-LUMO gap**: 8.1 eV


<Q>
# C3H10OS2

A cluster of 2 separate species, C3H10OS2 in total (ωB97M-V/def2-TZVPD, the OMol25 dataset).

ORCA input file:
```
! wB97M-V def2-TZVPD RIJCOSX def2/J DEFGRID3
* xyz 0 1
S -0.295 -1.783 -0.907
S -1.101 -0.644 -2.389
O 2.570 0.843 1.876
C -2.829 -0.352 -1.847
C 1.128 2.600 2.726
C 1.967 1.398 3.072
H 0.576 -0.936 -0.326
H -3.024 -0.951 -0.966
H 3.499 1.103 1.850
H 2.772 1.594 3.773
H 0.556 2.354 1.836
H 0.399 2.843 3.505
H 1.451 0.553 3.514
H -3.449 -0.608 -2.702
H 1.799 3.423 2.488
H -2.910 0.701 -1.595
*
```

Output
**SMILES string**: CCO.CSS
**HOMO-LUMO gap**: 9.4 eV


<R>
# C3H10OS2

A structure of composition C3H10OS2 (ωB97M-V/def2-TZVPD, the OMol25 dataset).

ORCA input file:
```
! wB97M-V def2-TZVPD RIJCOSX def2/J DEFGRID3
* xyz 0 1
S 1.145 -0.942 1.799
S 0.211 0.539 -1.715
O -1.419 2.394 0.033
C -0.443 -0.473 1.232
C -0.906 -1.495 0.213
C 1.719 0.042 -0.954
H -1.645 -1.081 -0.472
H -1.318 3.236 -0.462
H 1.480 -0.383 0.110
H -1.089 -0.239 2.075
H -0.274 0.470 0.691
H -1.202 -2.473 0.568
H 0.014 -1.624 -0.351
H 2.277 -0.691 -1.529
H -0.830 1.763 -0.418
H 2.280 0.956 -0.818
*
```

Output
**HOMO-LUMO gap**: 5.9 eV


Verdict on stability: <Q> comes out on top.


<P>
# C4H24BO20

A cluster of 13 separate species, C4H24BO20 in total (ωB97M-V/def2-TZVPD, the OMol25 dataset).

ORCA input file:
```
! wB97M-V def2-TZVPD RIJCOSX def2/J DEFGRID3
* xyz -1 1
O -1.664 -2.220 -1.363
O -2.674 -4.596 1.668
O 0.989 4.391 1.311
O -0.869 -2.490 2.273
O -0.325 -0.731 0.973
O 1.893 -1.495 0.454
O 2.160 2.602 -0.573
O -4.464 -0.757 -1.247
O -0.808 3.467 -4.476
O -2.897 0.700 0.796
O 4.485 -0.562 0.021
O -4.189 -2.124 1.099
O 4.299 1.868 1.607
O -1.166 2.954 -0.312
O -1.243 -5.159 -1.002
O 0.604 -0.374 -1.316
O 1.413 0.852 0.533
O 0.431 1.321 -2.820
O 1.983 -3.222 1.865
O 5.154 4.518 1.446
C 1.396 -2.280 1.396
C -0.040 -1.882 1.628
C 0.746 0.854 -1.753
C 1.533 1.596 -0.582
B 0.866 -0.455 0.179
H -2.425 -1.751 -1.764
H 0.996 3.912 2.127
H 4.598 1.045 1.196
H -4.511 -1.280 -0.421
H -0.267 -5.037 -1.278
H 4.757 -0.636 -0.896
H 3.691 2.197 0.910
H -0.392 3.117 -3.630
H 5.327 3.543 1.285
H 1.552 3.816 0.696
H -1.854 2.716 0.331
H 4.205 4.555 1.715
H -1.549 2.854 -4.585
H -2.141 -4.901 0.870
H -1.089 -1.511 -1.006
H -1.577 -4.224 -1.022
H -2.051 0.352 0.755
H -1.919 -4.216 2.126
H -3.732 -1.260 1.251
H -3.253 0.675 -0.100
H -3.453 -2.761 1.077
H -0.770 3.749 -0.005
H -5.425 -0.628 -1.541
H 3.671 -1.102 0.105
*
```

Output
**HOMO-LUMO gap**: 10.3 eV


<Q>
# C4H24BO20

A structure of composition C4H24BO20 (ωB97M-V/def2-TZVPD, the OMol25 dataset).

ORCA input file:
```
! wB97M-V def2-TZVPD RIJCOSX def2/J DEFGRID3
* xyz -1 1
O -0.652 -1.549 3.843
O -2.707 1.040 4.662
O 1.949 -1.947 0.280
O -0.139 3.189 4.222
O 1.274 2.634 -2.761
O -0.074 -1.772 1.743
O 0.952 -0.249 -2.393
O -3.576 -1.052 3.197
O -2.243 1.561 -1.506
O 3.859 0.166 -2.973
O 0.798 0.843 3.630
O 2.300 1.998 -0.046
O 0.283 -0.453 -0.275
O -0.437 2.488 0.066
O 2.473 -1.997 -4.528
O -0.293 0.730 -4.425
O 1.518 0.007 1.801
O 2.798 -2.216 -1.770
O -2.457 -1.334 -1.624
O -2.291 -3.154 0.760
C 0.771 -0.042 2.816
C -0.102 -1.184 2.832
C 0.997 -0.779 -1.279
C 1.898 -1.846 -0.985
B 0.946 -1.072 0.928
H -2.951 -1.686 3.548
H -3.311 -1.680 -1.864
H 1.406 1.806 0.204
H 3.224 0.270 -3.687
H 0.161 0.189 -3.769
H -0.840 2.087 0.788
H -2.012 0.658 -1.700
H -1.542 -2.878 1.228
H 1.240 1.805 -2.295
H -1.986 -3.776 0.131
H 3.568 -0.595 -2.448
H -0.131 0.167 -5.163
H 2.595 -1.563 -3.681
H -2.792 0.109 4.405
H -1.021 2.076 -0.561
H 0.421 3.204 4.988
H -4.312 -1.184 3.767
H -1.922 1.113 5.255
H 2.049 3.153 -2.604
H -2.478 -1.367 -0.687
H 2.806 1.967 0.793
H 3.131 -1.675 -5.130
H 0.039 2.348 3.810
H -3.209 1.466 -1.544
*
```

Output
**HOMO-LUMO gap**: 9.2 eV


Verdict on stability: <P> comes out on top.


<P>
# H2N2O2S

An isolated molecule of H2N2O2S (ωB97M-V/def2-TZVPD, the OMol25 dataset).

ORCA input file:
```
! wB97M-V def2-TZVPD RIJCOSX def2/J DEFGRID3
* xyz 0 1
S 1.618 0.345 -0.309
O -1.910 -0.441 -0.330
O -0.878 1.393 -0.223
N 0.179 -0.455 0.122
N -0.933 0.229 -0.199
H -0.049 -1.403 -0.079
H 1.974 0.332 1.018
*
```

Output
**SMILES string**: O=[N+]([O-])NS
**HOMO-LUMO gap**: 10.7 eV


<Q>
# H2N2O2S

An isolated molecule of H2N2O2S (ωB97M-V/def2-TZVPD, the OMol25 dataset).

ORCA input file:
```
! wB97M-V def2-TZVPD RIJCOSX def2/J DEFGRID3
* xyz 0 1
S -0.185 -0.717 1.062
O 1.171 -1.195 0.941
O -1.027 -1.043 2.184
N -0.732 0.266 -0.036
N 0.093 0.794 -1.171
H 0.699 1.574 -0.945
H -0.019 0.321 -2.035
*
```

Output
**SMILES string**: NN=S(=O)=O
**HOMO-LUMO gap**: 9.3 eV


Verdict on stability: <Q> comes out on top.


<P>
# CH2F2O2

An isolated molecule of CH2F2O2 (ωB97M-V/def2-TZVPD, the OMol25 dataset).

ORCA input file:
```
! wB97M-V def2-TZVPD RIJCOSX def2/J DEFGRID3
* xyz 0 1
F -1.010 -1.013 -0.511
F -1.006 0.882 0.335
O 0.599 0.316 -1.205
O 0.625 -0.405 0.948
C -0.116 -0.037 -0.099
H 0.805 1.273 -0.987
H 0.103 -1.015 1.518
*
```

Output
**SMILES string**: OC(O)(F)F
**HOMO-LUMO gap**: 13.1 eV


<Q>
# CH2F2O2

A cluster of 2 separate species, CH2F2O2 in total (ωB97M-V/def2-TZVPD, the OMol25 dataset).

ORCA input file:
```
! wB97M-V def2-TZVPD RIJCOSX def2/J DEFGRID3
* xyz 0 1
F -1.253 -1.240 -0.683
F 1.546 0.790 -0.647
O 0.047 -0.469 1.079
O 2.109 0.242 0.395
C -0.717 -0.210 0.090
H -0.320 0.400 -0.664
H -1.413 0.487 0.430
*
```

Output
**HOMO-LUMO gap (spin up / spin down)**: 7.2 / 7.2 eV


<R>
# CH2F2O2

A cluster of 2 separate species, CH2F2O2 in total (ωB97M-V/def2-TZVPD, the OMol25 dataset).

ORCA input file:
```
! wB97M-V def2-TZVPD RIJCOSX def2/J DEFGRID3
* xyz 0 1
F 1.225 -0.792 0.871
F 1.579 -0.342 -1.103
O 1.165 1.339 0.320
O -1.637 0.186 0.228
C 1.246 0.213 0.048
H -2.142 0.198 -0.587
H -1.436 -0.802 0.223
*
```

Output
**SMILES string**: O=C(F)F.O
**HOMO-LUMO gap**: 12.5 eV


Verdict on stability: <P> comes out on top.